The following is a DFT calculation (wB97M-V/def2-TZVPD) of a 2-piece molecular cluster, C18H27ClNO5PS overall in a non-equilibrium geometry.

## Properties
Structure (SMILES): C[C@H](O)Cc1cc2c(cc1[PH2]=S)C(=O)N(CCCCl)C2=O.COCCOC
Net charge: 0
E_tot (a.u.): -2332.715688

Positions of all 54 atoms, in Å:
C -1.142 1.358 0.195
C -0.274 1.893 1.331
O 0.666 2.840 0.818
C 0.375 0.807 2.215
C 0.621 -0.567 1.618
C -0.073 -1.626 2.229
C 0.141 -2.919 1.779
C 1.004 -3.182 0.742
C 1.680 -2.163 0.091
C 1.486 -0.853 0.541
P 2.486 0.401 -0.348
S 3.708 -0.324 -1.687
C 1.040 -4.663 0.544
O 1.372 -5.281 -0.411
N 0.475 -5.239 1.735
C 1.390 -5.767 2.776
C 2.872 -5.645 2.448
C 3.475 -4.284 2.818
Cl 4.589 -3.655 1.584
C -0.408 -4.231 2.256
O -1.376 -4.449 2.905
H -2.019 1.994 0.116
H -1.502 0.348 0.366
H -0.640 1.457 -0.761
H -0.928 2.465 1.988
H 1.508 2.724 1.266
H 1.294 1.194 2.661
H -0.302 0.665 3.051
H -0.740 -1.450 3.058
H 2.346 -2.393 -0.728
H 1.567 1.269 -0.929
H 3.219 1.071 0.648
H 1.167 -6.806 2.999
H 1.208 -5.209 3.695
H 3.379 -6.379 3.071
H 3.115 -5.923 1.427
H 2.700 -3.551 3.020
H 4.049 -4.367 3.733
C -3.866 3.463 -2.119
O -2.459 3.593 -2.221
C -1.954 3.203 -3.490
C -1.645 4.399 -4.362
O -2.821 5.108 -4.719
C -3.020 6.285 -3.958
H -4.179 3.973 -1.209
H -4.377 3.917 -2.972
H -4.151 2.407 -2.046
H -2.657 2.535 -3.996
H -1.027 2.649 -3.314
H -1.182 4.048 -5.289
H -0.933 5.060 -3.859
H -2.309 7.063 -4.257
H -2.920 6.095 -2.886
H -4.030 6.639 -4.160

natural (NBO) population analysis, charges in e, atoms 1 to 5:
1. C -0.644
2. C 0.101
3. O -0.720
4. C -0.454
5. C 0.031